The following is a DFT calculation (ωB97M-V/def2-TZVPD) of one molecule with the formula C20H23N7O2 in a non-equilibrium geometry.

Atoms and positions in Å:
C  4.00492  4.01934  -1.16928
O  3.21373  4.05183  -0.00740
C  3.82497  3.51708  1.14188
C  3.98886  1.98930  1.10621
N  2.72665  1.33473  0.89131
C  2.10904  0.60253  1.83901
O  2.61442  0.31613  2.92714
C  0.77966  0.15076  1.46025
C  -0.03725  -0.61887  2.28110
N  0.34070  -1.15284  3.46312
H  -0.35368  -1.34184  4.16644
H  1.23924  -0.76720  3.76155
N  -1.25703  -0.83233  1.68863
C  -1.25074  -0.20175  0.46719
N  -2.23541  -0.14766  -0.37953
C  -1.94592  0.53761  -1.51722
C  -2.92830  0.63258  -2.51763
C  -2.66762  1.30807  -3.67744
C  -1.42129  1.92045  -3.88175
C  -0.44657  1.85204  -2.92636
C  -0.67685  1.15932  -1.72204
N  0.31178  1.11476  -0.79856
C  0.02831  0.43257  0.28701
H  0.51805  2.31598  -3.06421
H  -1.23758  2.44795  -4.80650
H  -3.42186  1.37341  -4.44805
H  -3.87757  0.15080  -2.34014
C  -2.31916  -1.70688  2.10906
C  -1.89054  -3.17996  2.23325
H  -2.78312  -3.79721  2.12297
H  -1.47500  -3.37397  3.22334
C  -0.82688  -3.60816  1.21266
N  -1.10321  -3.18627  -0.13340
C  -0.23873  -2.56405  -0.97223
N  -0.76342  -2.33278  -2.14154
C  -2.03063  -2.81570  -2.07438
C  -2.26154  -3.35148  -0.84129
H  -3.12529  -3.82552  -0.42315
H  -2.69131  -2.74263  -2.91418
H  0.76246  -2.30581  -0.68678
H  -0.73996  -4.70203  1.24411
H  0.14288  -3.18656  1.49178
H  -2.73653  -1.36674  3.06395
H  -3.08712  -1.60049  1.33853
H  2.18245  1.59660  0.07652
H  4.37646  1.64516  2.06810
H  4.69170  1.70240  0.31635
H  3.15972  3.78942  1.96495
H  4.80983  3.98119  1.30619
H  3.46995  4.60288  -1.91635
H  4.98850  4.47194  -0.99110
H  4.14548  3.00096  -1.54726

Output
Structure (SMILES): COCCNC(=O)c1c(N)n(CCCn2ccnc2)c2nc3ccccc3nc12
Energy relative to the best compared isomer or geometry (same formula, charge and spin) (kJ/mol): 73.4
F_max (Eh/bohr): 0.027
DFT total energy (Eh): -1309.76563
Total charge: 0
HOMO energy (eV): -7.75

The following is a DFT calculation (ωB97M-V/def2-TZVPD) of C2H2AuO3 as an isolated structure in a non-equilibrium geometry.

Atoms and positions in Å:
H  0.02965  0.11461  1.29857
O  -0.93619  -1.11469  -0.57294
O  0.31709  -1.69010  -0.18087
C  -0.49310  0.10841  -0.06112
C  0.79252  -0.49597  0.28474
Au  2.58733  0.10241  -0.14708
O  -0.91799  1.19286  -0.61790
H  -1.37931  1.78248  -0.00339

Output
2S+1: 3
<S²>: 2.01
F_max (Eh/bohr): 0.133
DFT total energy (Eh): -436.89090
Total charge: +3
HOMO energy (spin up / spin down) (eV): -29.29 / -29.20

The following is a DFT calculation (ωB97M-V/def2-TZVPD) of C31H27N3O2PbSe2 as an isolated structure.

Atoms and positions in Å:
Pb  -0.52769  0.40727  -1.67650
N  6.77088  0.35904  6.36738
C  5.99550  0.32634  5.51849
C  5.02282  0.28253  4.45282
C  4.14293  -0.79336  4.36256
C  3.21250  -0.83257  3.33897
C  3.15215  0.19005  2.39675
C  4.03709  1.25959  2.49391
C  4.96758  1.31255  3.51771
C  2.16310  0.13448  1.27655
C  2.70004  -0.21113  0.03796
C  4.05220  -0.59242  -0.23514
C  4.10185  -0.91047  -1.56955
C  2.77854  -0.72006  -2.06021
N  1.95318  -0.31332  -1.12024
C  0.83885  0.40197  1.62216
C  0.39171  0.69773  2.94765
C  -0.96650  0.85940  2.88644
C  -1.32140  0.66601  1.52678
N  -0.27113  0.39795  0.77044
H  4.19402  -1.59045  5.09237
H  2.52142  -1.66166  3.25803
H  3.98442  2.05245  1.75926
H  5.65124  2.14720  3.59728
H  4.86420  -0.62824  0.47476
H  4.95633  -1.24445  -2.13781
H  2.42366  -0.87750  -3.07157
H  1.01926  0.79048  3.81992
H  -1.64296  1.09629  3.69217
H  -2.30417  0.70912  1.07661
O  -4.50577  2.45186  -3.59842
C  -3.38431  3.10859  -2.99781
C  -3.54899  3.34805  -1.49542
C  -4.61548  4.43895  -1.33388
O  -5.04330  4.65039  0.02152
C  -4.04630  2.08334  -0.75745
Se  -3.43394  0.27833  -1.31531
C  -2.21883  3.81285  -0.87746
Se  -1.26806  5.31016  -1.77166
H  -4.46848  1.53811  -3.26948
H  -3.25810  4.06839  -3.49585
H  -2.46693  2.53929  -3.17407
H  -5.47933  4.18330  -1.95836
H  -4.18677  5.38461  -1.66738
H  -5.25149  3.78272  0.38259
H  -5.13519  2.00849  -0.83814
H  -3.79798  2.17779  0.30314
H  -1.54203  2.95424  -0.83189
H  -2.42508  4.10977  0.15308
C  0.47062  -5.29157  0.17021
C  0.70719  -3.98289  0.64915
C  0.28245  -2.90025  -0.06714
C  -0.40226  -3.04021  -1.30398
C  -0.84438  -1.90196  -2.05534
C  -1.50955  -2.15228  -3.23031
C  -1.75561  -3.46296  -3.70714
C  -1.32802  -4.54574  -2.99859
C  -0.63906  -4.36061  -1.77327
C  -0.18858  -5.47000  -1.01130
H  0.80869  -6.14807  0.74247
H  1.22754  -3.83913  1.58912
H  0.45665  -1.90201  0.30538
H  -1.88643  -1.32053  -3.82190
H  -2.29129  -3.60079  -4.64059
H  -1.51172  -5.55518  -3.35254
H  -0.38151  -6.46983  -1.38794

Output
Energy relative to the best compared isomer or geometry (same formula, charge and spin) (kJ/mol): 15.9
F_max (Eh/bohr): 0.006
DFT total energy (Eh): -6508.00011
Total charge: -2
HOMO energy (eV): -0.61

Which value of F_max does entry 1 give?
0.027 Eh/bohr

What is the formula in the second record?
C2H2AuO3

What is the formula in the second record?
C2H2AuO3

Number 1 is which compound?
C20H23N7O2